Entry from the OMol25 dataset: a structure of composition C6H4Cl2F12NaO12S4 in a non-equilibrium geometry (ωB97M-V with the def2-TZVPD basis set).

```
41
Properties=species:S:1:pos:R:3
Na 1.036 -0.218 0.051
C -2.091 0.503 3.949
F -2.972 1.281 4.536
F -0.955 0.775 4.479
F -2.462 -0.759 4.246
S -1.996 0.845 1.969
O -3.286 0.411 1.345
O -1.829 2.284 1.841
O -0.846 0.106 1.439
C 2.174 3.195 -1.816
F 3.428 3.591 -2.120
F 1.351 4.057 -2.433
F 2.101 1.954 -2.337
S 1.854 3.118 0.073
O 2.260 1.820 0.524
O 2.666 4.194 0.683
O 0.400 3.349 0.226
C -1.663 1.772 -3.668
F -2.856 2.060 -4.184
F -1.300 0.568 -4.071
F -0.769 2.702 -4.254
S -1.705 1.763 -1.714
O -2.904 1.001 -1.278
O -0.486 1.041 -1.266
O -1.813 3.150 -1.224
C -1.467 -3.001 -0.376
F -1.342 -2.804 -1.681
F -1.016 -4.199 -0.165
F -0.722 -2.218 0.364
S -3.303 -2.837 0.280
O -4.094 -3.924 -0.370
O -3.286 -2.824 1.781
O -3.730 -1.542 -0.286
Cl 2.059 -3.572 0.310
C 3.800 -3.168 0.093
C 4.286 -2.242 1.270
Cl 3.859 -0.551 0.917
H 3.974 -2.903 -0.949
H 4.376 -4.092 0.030
H 5.330 -2.092 1.545
H 3.937 -2.595 2.240
```

Results
- energy relative to the best compared isomer or geometry (same formula, charge and spin) (kJ/mol) = 509.2
- total charge = -3
- E_tot (eV) = -136268.22601

Löwdin charges in e: number 1, Na, carries 0.349; number 2, C, carries -0.697; number 3, F, carries 0.111; number 4, F, carries 0.142; number 5, F, carries 0.090; number 6, S, carries 0.545; number 7, O, carries -0.346; number 8, O, carries -0.329; number 9, O, carries -0.365; number 10, C, carries -0.612; number 11, F, carries 0.070; number 12, F, carries 0.120; number 13, F, carries 0.089; number 14, S, carries 0.504; number 15, O, carries -0.404; number 16, O, carries -0.379; number 17, O, carries -0.309; number 18, C, carries -0.594; number 19, F, carries 0.099; number 20, F, carries 0.109; number 21, F, carries 0.022; number 22, S, carries 0.553; number 23, O, carries -0.323; number 24, O, carries -0.369; number 25, O, carries -0.339; number 26, C, carries -0.717; number 27, F, carries 0.137; number 28, F, carries 0.095; number 29, F, carries 0.093; number 30, S, carries 0.535; number 31, O, carries -0.425; number 32, O, carries -0.378; number 33, O, carries -0.355; number 34, Cl, carries 0.628; number 35, C, carries -0.622; number 36, C, carries -0.624; number 37, Cl, carries 0.675; number 38, H, carries 0.063; number 39, H, carries 0.050; number 40, H, carries 0.044; number 41, H, carries 0.065

=====

Entry from the OMol25 dataset: the molecule C23H23N5O3S in a non-equilibrium geometry (ωB97M-V with the def2-TZVPD basis set).

```
55
Properties=species:S:1:pos:R:3
C -5.844 -0.803 0.830
C -5.980 -1.059 -0.456
C -4.917 -0.902 -1.503
N -3.626 -0.532 -0.955
C -2.843 -1.534 -0.478
N -3.074 -2.813 -0.506
N -2.005 -3.430 0.040
C -1.132 -2.534 0.394
N 0.050 -2.783 1.043
C 1.288 -2.295 0.655
C 1.465 -1.580 -0.532
C 2.698 -1.051 -0.850
C 3.782 -1.231 0.004
C 3.615 -1.979 1.170
C 2.387 -2.508 1.492
H 2.258 -3.083 2.396
H 4.468 -2.127 1.814
C 5.114 -0.656 -0.280
O 6.086 -0.821 0.418
O 5.126 0.074 -1.407
C 6.362 0.696 -1.755
C 6.551 2.012 -1.013
H 5.712 2.678 -1.207
H 6.616 1.827 0.056
H 7.468 2.489 -1.345
H 7.183 0.011 -1.521
H 6.305 0.856 -2.834
H 2.828 -0.498 -1.767
H 0.638 -1.457 -1.215
H 0.048 -3.639 1.578
N -1.611 -1.266 0.104
C -1.237 0.033 0.307
C -2.025 1.062 -0.167
C -1.481 2.339 0.167
C -0.330 2.241 0.881
S 0.141 0.588 1.184
C 0.480 3.388 1.377
C 0.071 4.656 0.625
C -1.450 4.785 0.599
C -2.069 3.656 -0.221
H -3.152 3.621 -0.094
H -1.884 3.818 -1.287
H -1.738 5.746 0.171
H -1.831 4.745 1.622
H 0.518 5.526 1.108
H 0.445 4.608 -0.399
H 1.545 3.184 1.241
H 0.308 3.520 2.450
C -3.283 0.812 -0.865
O -4.004 1.670 -1.333
H -5.208 -0.110 -2.201
H -4.794 -1.846 -2.042
H -6.923 -1.408 -0.852
H -6.658 -0.936 1.520
H -4.919 -0.449 1.256
```

Results
- energy relative to the best compared isomer or geometry (same formula, charge and spin) (kJ/mol) = 0.0
- SMILES = C=CCn1c(=O)c2c3c(sc2n2c(Nc4ccc(C(=O)OCC)cc4)nnc12)CCCC3
- E_tot (eV) = -48653.35970

Löwdin charges in e: number 1, C, carries 0.021; number 2, C, carries -0.140; number 3, C, carries -0.137; number 4, N, carries 0.047; number 5, C, carries -0.291; number 6, N, carries 0.088; number 7, N, carries 0.082; number 8, C, carries -0.345; number 9, N, carries 0.126; number 10, C, carries -0.288; number 11, C, carries -0.067; number 12, C, carries -0.008; number 13, C, carries -0.128; number 14, C, carries -0.001; number 15, C, carries -0.013; number 16, H, carries 0.115; number 17, H, carries 0.122; number 18, C, carries -0.452; number 19, O, carries 0.109; number 20, O, carries -0.015; number 21, C, carries -0.216; number 22, C, carries -0.061; number 23, H, carries 0.077; number 24, H, carries 0.075; number 25, H, carries 0.077; number 26, H, carries 0.122; number 27, H, carries 0.123; number 28, H, carries 0.122; number 29, H, carries 0.116; number 30, H, carries 0.154; number 31, N, carries 0.103; number 32, C, carries -0.404; number 33, C, carries -0.081; number 34, C, carries -0.196; number 35, C, carries -0.448; number 36, S, carries 1.177; number 37, C, carries -0.199; number 38, C, carries -0.193; number 39, C, carries -0.187; number 40, C, carries -0.133; number 41, H, carries 0.117; number 42, H, carries 0.132; number 43, H, carries 0.111; number 44, H, carries 0.120; number 45, H, carries 0.111; number 46, H, carries 0.120; number 47, H, carries 0.112; number 48, H, carries 0.120; number 49, C, carries -0.357; number 50, O, carries 0.094; number 51, H, carries 0.128; number 52, H, carries 0.124; number 53, H, carries 0.100; number 54, H, carries 0.054; number 55, H, carries 0.059

=====

Entry from the OMol25 dataset: a structure of composition Br2CdNO3 in a non-equilibrium geometry (ωB97M-V with the def2-TZVPD basis set).

```
7
Properties=species:S:1:pos:R:3
Cd 1.039 0.724 -1.352
N -0.682 -1.149 0.584
O -0.428 -0.216 -0.197
O 0.053 -1.986 0.986
O -1.837 -1.144 1.056
Br -0.604 2.696 -1.793
Br 2.458 1.076 0.716
```

Results
- spin multiplicity = 2
- E_tot (eV) = -152276.66571

Löwdin charges in e: number 1, Cd, carries 0.903; number 2, N, carries -0.540; number 3, O, carries -0.181; number 4, O, carries 0.219; number 5, O, carries 0.303; number 6, Br, carries -0.376; number 7, Br, carries -0.327

=====

Question: Which of these has the highest E_tot?
Answer: C23H23N5O3S